Entry 1:
Computed, not measured: one molecule with the formula C3H7N3S in a non-equilibrium geometry, with ωB97M-V with the def2-TZVPD basis set.

## Properties
DFT total energy: -680.93845 Ha
SMILES: CC(=S)N/N=C/N
Total charge: 0

Geometry as XYZ:
```
14
C3H7N3S | the Open Molecules 2025 dataset | ωB97M-V with the def2-TZVPD basis set
C -1.058 1.711 0.022
C -1.155 0.219 -0.008
S -2.559 -0.650 0.002
N 0.016 -0.433 -0.010
N 1.239 0.208 0.004
C 2.275 -0.516 0.012
N 3.528 -0.013 -0.071
H -0.493 2.029 -0.868
H -0.489 2.070 0.884
H -2.046 2.090 -0.046
H -0.001 -1.459 -0.054
H 2.253 -1.593 0.079
H 3.615 1.003 0.046
H 4.246 -0.558 0.305
```

Charges computed using Löwdin, reported in e: -0.11, -0.90, 0.59, -0.07, 0.04, -0.28, 0.09, 0.08, 0.08, 0.05, 0.13, 0.13, 0.12, 0.07

***

Entry 2:
Computed, not measured: one molecule with the formula C3H9OPSi in a non-equilibrium geometry, with ωB97M-V with the def2-TZVPD basis set.

## Properties
DFT total energy: -825.69828 Ha
SMILES: [H]/P=C(/C)CO[SiH3]
Total charge: 0

Geometry as XYZ:
```
15
C3H9OPSi | the Open Molecules 2025 dataset | ωB97M-V with the def2-TZVPD basis set
H -0.275 1.829 -0.610
P -1.488 1.519 -1.026
C -1.339 0.090 -0.193
C -2.394 -0.912 0.169
C 0.184 -0.406 0.145
O 1.000 0.659 0.171
Si 2.582 0.732 0.030
H -3.370 -0.409 0.212
H -2.488 -1.767 -0.445
H -1.977 -1.199 1.203
H 0.486 -1.051 -0.664
H 0.109 -0.966 1.172
H 2.960 -0.394 -0.683
H 3.069 0.492 1.349
H 2.945 1.784 -0.831
```

Charges computed using Löwdin, reported in e: -0.19, 0.90, -0.64, -0.15, -0.33, -0.44, 0.58, 0.07, 0.06, 0.10, 0.10, 0.14, -0.08, -0.05, -0.06

***

Entry 3:
Computed, not measured: one molecule with the formula C2H8BNO3 in a non-equilibrium geometry, with ωB97M-V with the def2-TZVPD basis set.

## Properties
DFT total energy: -386.35009 Ha
SMILES: COB(OC)ON
Total charge: 0

Geometry as XYZ:
```
15
C2H8BNO3 | the Open Molecules 2025 dataset | ωB97M-V with the def2-TZVPD basis set
C -1.587 -0.761 -1.702
O -0.489 -0.882 -0.751
B -0.005 0.100 0.031
O 0.244 1.348 -0.347
C 1.055 2.196 0.467
O 0.565 -0.455 1.239
N 0.315 -1.844 1.534
H -2.128 -1.783 -1.762
H -1.140 -0.789 -2.639
H -2.217 0.153 -1.631
H 2.002 1.576 0.925
H 0.405 2.477 1.254
H 1.405 3.044 -0.106
H 0.611 -1.911 2.505
H 0.963 -2.470 0.984
```

Charges computed using Löwdin, reported in e: -0.03, 0.05, -0.81, 0.08, -0.05, -0.04, 0.03, 0.12, 0.05, 0.11, 0.15, 0.07, 0.08, 0.08, 0.11

***

Entry 4:
Computed, not measured: C38H29AsN6O3PbS2 as an isolated structure in a non-equilibrium geometry, with ωB97M-V with the def2-TZVPD basis set.

## Properties
DFT total energy: -5244.71526 Ha
Total charge: 0

Geometry as XYZ:
```
80
C38H29AsN6O3PbS2 | the Open Molecules 2025 dataset | ωB97M-V with the def2-TZVPD basis set
Pb -11.168 10.233 13.077
O -7.794 7.666 11.775
C -8.818 8.100 12.213
N -9.633 9.047 11.693
C -9.315 9.651 10.484
O -8.213 9.720 9.919
C -10.488 10.402 9.906
C -10.360 11.078 8.685
C -11.495 11.504 8.057
C -12.739 11.310 8.625
C -12.801 10.701 9.861
N -11.697 10.294 10.471
C -9.235 7.604 13.581
C -8.644 6.437 14.069
C -9.005 6.018 15.340
C -10.005 6.734 16.028
C -10.642 7.785 15.395
N -10.192 8.241 14.225
H -9.400 11.140 8.218
H -11.439 12.079 7.142
H -13.648 11.553 8.099
H -13.710 10.487 10.323
H -7.922 5.914 13.474
H -8.640 5.123 15.840
H -10.385 6.338 16.942
H -11.454 8.344 15.827
N -15.474 10.910 13.756
C -14.264 10.449 14.188
S -13.600 9.010 13.495
N -13.723 11.166 15.167
N -12.514 10.709 15.604
C -12.066 11.295 16.660
C -10.766 10.958 17.297
C -10.782 10.855 18.686
C -9.636 10.714 19.430
C -8.412 10.634 18.801
C -8.378 10.557 17.364
C -9.522 10.796 16.664
O -9.594 11.004 15.265
H -16.032 10.213 13.315
H -15.880 11.634 14.361
H -12.778 11.922 17.157
H -11.736 11.003 19.189
H -9.673 10.572 20.525
H -7.490 10.560 19.366
H -7.376 10.556 16.743
S -8.156 11.235 14.433
C -7.938 13.003 14.536
C -7.402 13.495 15.741
C -7.155 14.847 15.856
C -7.497 15.686 14.776
C -8.115 15.207 13.635
C -8.300 13.832 13.486
As -8.933 12.981 11.829
C -8.333 14.327 10.508
C -7.209 14.006 9.763
C -6.603 14.928 8.916
C -7.220 16.168 8.771
C -8.318 16.531 9.561
C -8.877 15.605 10.462
C -10.800 13.533 11.891
C -11.465 13.655 10.674
C -12.863 13.753 10.640
C -13.575 13.743 11.875
C -12.919 13.696 13.070
C -11.541 13.506 13.116
H -7.179 12.842 16.576
H -6.736 15.351 16.745
H -7.296 16.813 14.829
H -8.365 15.891 12.870
H -6.723 13.000 9.825
H -5.725 14.720 8.339
H -6.797 16.857 8.039
H -8.774 17.512 9.396
H -9.711 15.929 11.019
H -10.870 13.680 9.717
H -13.393 13.910 9.709
H -14.649 13.735 11.771
H -13.491 13.710 14.014
H -10.937 13.402 14.029
```

Charges computed using Löwdin, reported in e: 1.23, 0.11, -0.50, -0.02, -0.45, 0.06, -0.23, -0.01, -0.07, -0.06, -0.13, 0.03, -0.19, 0.02, -0.03, -0.03, -0.12, 0.00, 0.12, 0.12, 0.11, 0.09, 0.12, 0.11, 0.10, 0.09, 0.06, -0.93, 0.49, -0.05, -0.09, -0.09, -0.13, -0.05, -0.10, -0.06, -0.05, -0.29, -0.56, 0.06, 0.11, 0.11, 0.12, 0.11, 0.10, 0.12, 0.96, -0.50, -0.09, -0.07, -0.07, -0.08, -0.38, 1.34, -0.39, -0.12, -0.09, -0.09, -0.07, -0.13, -0.43, -0.15, -0.07, -0.09, -0.11, -0.15, 0.09, 0.12, 0.13, 0.08, 0.12, 0.10, 0.10, 0.10, 0.09, 0.11, 0.10, 0.10, 0.11, 0.10

***

Entry 5:
Computed, not measured: a 2-piece molecular cluster, C5H12N overall in a non-equilibrium geometry, with ωB97M-V with the def2-TZVPD basis set.

## Properties
DFT total energy: -252.04891 Ha
Total charge: +1

Geometry as XYZ:
```
18
C5H12N | the Open Molecules 2025 dataset | ωB97M-V with the def2-TZVPD basis set
C -2.603 0.765 -0.570
C -1.917 0.113 0.318
C 0.677 -1.498 -0.426
C 0.833 1.014 -0.897
C 0.376 -0.061 0.017
N 0.911 0.161 1.459
H -3.753 0.772 -0.513
H -2.048 1.143 -1.388
H -1.934 -0.592 1.221
H 0.147 -1.637 -1.443
H 0.311 -2.234 0.149
H 1.724 -1.832 -0.446
H 2.037 1.106 -0.977
H 0.577 2.026 -0.488
H 0.516 0.916 -1.874
H 0.212 -0.308 2.053
H 1.128 1.031 1.907
H 1.895 -0.169 1.522
```

Charges computed using Löwdin, reported in e: -0.03, 0.05, -0.06, -0.09, -0.36, 0.20, 0.12, 0.05, 0.09, 0.14, 0.02, 0.10, 0.15, 0.10, 0.05, 0.16, 0.15, 0.18

***

Entry 6:
Computed, not measured: a 2-piece molecular cluster, C3H9NS overall in a non-equilibrium geometry, with ωB97M-V with the def2-TZVPD basis set.

## Properties
DFT total energy: -572.58982 Ha
SMILES: C=N.CSC
Total charge: 0

Geometry as XYZ:
```
14
C3H9NS | the Open Molecules 2025 dataset | ωB97M-V with the def2-TZVPD basis set
C -2.431 0.945 0.115
N -2.068 1.662 -0.860
H -3.197 0.209 -0.102
H -2.011 1.038 1.115
H -1.398 2.374 -0.573
C 1.225 -1.062 -1.269
S 2.139 0.053 -0.188
C 1.310 -0.310 1.402
H 0.232 -0.729 -1.578
H 1.270 -2.109 -0.990
H 1.733 -0.959 -2.241
H 0.408 -0.917 1.279
H 1.971 -0.788 2.114
H 0.817 0.594 1.775
```

Charges computed using Löwdin, reported in e: -0.15, 0.02, 0.05, 0.06, 0.04, -0.46, 0.72, -0.43, 0.03, 0.03, 0.03, 0.03, 0.02, 0.02

***

Entry 7:
Computed, not measured: one molecule with the formula CH3NO in a non-equilibrium geometry, with ωB97M-V with the def2-TZVPD basis set.

## Properties
DFT total energy: -169.80958 Ha
SMILES: C=NO
Total charge: 0

Geometry as XYZ:
```
6
CH3NO | the Open Molecules 2025 dataset | ωB97M-V with the def2-TZVPD basis set
C -0.738 -0.059 0.033
N 0.283 -0.774 0.025
O 1.539 -0.196 -0.020
H -0.831 1.037 -0.092
H -1.641 -0.744 -0.085
H 1.389 0.736 0.138
```

Charges computed using Löwdin, reported in e: -0.08, -0.11, -0.05, 0.08, 0.09, 0.07

***

Entry 8:
Computed, not measured: C4H10N as an isolated structure in a non-equilibrium geometry, with ωB97M-V with the def2-TZVPD basis set.

## Properties
DFT total energy: -212.66845 Ha
Total charge: +1

Geometry as XYZ:
```
15
C4H10N | the Open Molecules 2025 dataset | ωB97M-V with the def2-TZVPD basis set
C -1.504 1.017 1.054
C 0.849 -1.650 0.604
C 0.592 1.285 -1.061
C -0.186 -0.989 -0.366
N -0.253 0.432 -0.333
H -2.543 0.691 0.902
H -1.087 1.845 1.632
H 1.851 -1.753 0.218
H 0.870 -0.936 1.501
H 0.494 -2.541 0.900
H -0.058 1.750 -1.966
H 1.582 0.902 -1.182
H 0.565 2.279 -0.497
H -1.305 -1.170 -0.027
H 0.134 -1.162 -1.378
```

Charges computed using Löwdin, reported in e: 0.33, -0.02, -0.05, -0.22, -0.08, 0.06, 0.05, 0.08, 0.11, 0.03, 0.18, 0.10, 0.12, 0.16, 0.12

***

Q: What is the DFT total energy in the third record?
A: -386.35009 Ha